Below is 3 unconnected molecules or ions with the total composition C21H50FN2O4P, with properties calculated with wB97M-V/def2-TZVPD.

The geometry in ORCA input format:
```
! RIJCOSX wB97M-V def2-TZVPD def2/J DEFGRID3
* xyz 0 1
C -1.17764 -3.21281 -0.01290
C 0.22705 -3.81268 -0.01623
C 1.07121 -3.33497 -1.22107
C 2.37701 -2.61150 -0.86827
C 3.36359 -3.50485 -0.11125
P 2.03416 -0.97961 0.07033
C 1.43753 0.53814 1.07862
C -0.02834 0.40519 1.40299
F -0.77429 0.55291 0.21443
C 3.65009 -0.20633 -0.40458
C 4.54096 0.33257 0.73199
C 4.45635 1.85846 0.98575
C 4.30123 2.18226 2.44541
O 3.28835 2.53088 2.98240
O 5.47467 2.02621 3.10614
C 5.37983 1.66929 4.49415
C 5.18791 0.17125 4.66369
H -1.70097 -3.43558 -0.94454
H -1.14577 -2.13084 0.13052
H -1.77568 -3.63148 0.80001
H 0.15880 -4.90154 -0.02282
H 0.73043 -3.52894 0.91129
H 1.33115 -4.20117 -1.83793
H 0.46326 -2.67329 -1.84629
H 2.82512 -2.32946 -1.82931
H 3.96481 -2.94165 0.61329
H 2.85181 -4.29049 0.44776
H 4.05810 -4.00169 -0.79147
H 1.94836 -1.72468 1.29865
H 0.92611 -0.77100 -0.80418
H 1.58753 1.48919 0.55766
H 1.98771 0.59215 2.02335
H -0.26461 -0.57996 1.81880
H -0.38382 1.18099 2.08014
H 3.43346 0.57366 -1.13872
H 4.21340 -0.97316 -0.93223
H 5.56916 0.12514 0.43478
H 4.38579 -0.22657 1.65721
H 5.37315 2.33326 0.63388
H 3.62448 2.30553 0.44711
H 6.31203 1.99588 4.94957
H 4.57486 2.23477 4.96049
H 5.65538 -0.34875 3.82531
H 4.13282 -0.10269 4.67112
H 5.66437 -0.18165 5.57695
C -2.51800 2.58785 -4.34999
C -2.23773 1.08944 -4.38912
C -1.48732 0.56495 -3.16015
O -0.10345 0.86556 -3.13525
C 0.22437 2.15372 -2.65308
N -1.56314 0.76411 -5.64802
H -1.62184 3.16773 -4.57352
H -3.26592 2.84653 -5.09888
H -2.89126 2.89574 -3.37132
H -3.20329 0.57331 -4.39487
H -1.54376 -0.52698 -3.16502
H -1.96230 0.90917 -2.23234
H -0.47442 2.47961 -1.87730
H 0.24648 2.88992 -3.46103
H 1.22269 2.09447 -2.21663
H -1.48118 -0.24362 -5.74011
H -0.60535 1.09869 -5.58753
C -5.74661 0.83857 2.63385
C -4.82747 1.38386 1.54589
C -5.42028 1.30055 0.13316
O -5.40508 0.00839 -0.44177
C -6.47987 -0.83425 -0.08011
N -3.52408 0.72798 1.64724
H -5.75915 -0.25189 2.63420
H -5.39296 1.15817 3.61356
H -6.77103 1.19396 2.50645
H -4.67344 2.44937 1.74705
H -4.80773 1.91737 -0.52993
H -6.44007 1.70915 0.11489
H -7.40689 -0.26447 0.04215
H -6.27905 -1.38546 0.84210
H -6.61451 -1.55370 -0.88712
H -2.87156 1.15572 0.99661
H -3.62573 -0.22391 1.30392
*
```

Summary:
Kohn-Sham gap, eV: 8.5
Molar mass, g mol⁻¹: 444.6
Structure (SMILES): CCC[C@H](C)[PH2](CCF)CCCC(=O)OCC.COC[C@@H](C)N.COC[C@@H](C)N
HOMO level, Ha: -0.2841
LUMO, eV: 0.78

***

Below is 3 unconnected molecules or ions with the total composition C9H19ClN3O at a distorted geometry, with properties calculated with wB97M-V/def2-TZVPD.

The geometry in ORCA input format:
```
! RIJCOSX wB97M-V def2-TZVPD def2/J DEFGRID3
* xyz 1 1
C -1.39291 -2.59256 1.25803
C -0.18288 -3.27676 0.53969
O -0.16945 -3.55557 -0.66286
N 1.10794 -3.58464 1.37199
H 1.76363 -2.82235 1.27673
H 0.85720 -3.70825 2.34253
C 1.79209 -4.79791 0.78873
H -2.41622 -2.84651 0.98153
H -1.32886 -1.50447 1.25132
H -1.35152 -2.76907 2.33285
H 1.65496 -4.89692 -0.28807
H 1.49403 -5.61955 1.44002
H 2.85901 -4.61972 0.92301
C -0.26278 2.50108 2.12165
C 0.37572 3.21489 0.92538
N -0.30792 2.97149 -0.36436
C -1.61997 3.34730 -0.74670
C -1.80855 2.84196 -2.04416
N -0.68249 2.13958 -2.46710
C 0.21028 2.16426 -1.40684
C -0.60340 1.35229 -3.66399
H -1.33391 2.67085 2.23099
H 0.29458 2.69782 3.03749
H -0.07192 1.43559 1.99363
H 1.46003 3.12162 0.86472
H 0.33551 4.29558 1.06172
H -2.25078 4.05793 -0.23339
H -2.58666 2.99147 -2.77805
H 1.22296 1.78891 -1.40376
H 0.16712 0.59028 -3.54684
H -0.46460 1.95691 -4.56024
H -1.53626 0.79337 -3.73803
Cl 4.77586 -0.33894 1.16231
*
```

Summary:
Kohn-Sham gap, eV: 4.7
Molar mass, g mol⁻¹: 220.7
HOMO level, Ha: -0.3197
LUMO, eV: -3.97
Energy relative to the best compared isomer or geometry (same formula, charge and spin), eV: 2.7023

***

Below is a molecular structure, C39H27N9O4Rh, with properties calculated with wB97M-V/def2-TZVPD.

The geometry in ORCA input format:
```
! RIJCOSX wB97M-V def2-TZVPD def2/J DEFGRID3
* xyz 1 5
Rh -0.75108 -0.52303 -0.19533
C -3.26209 2.97369 -1.59364
C -2.30127 1.97435 -1.51433
N -2.08153 1.33928 -0.37133
C -2.80273 1.67957 0.70072
C -3.77556 2.66580 0.59163
N -4.00160 3.31030 -0.54626
C -2.46253 0.97770 1.95773
C -2.88384 1.41569 3.20092
C -2.40996 0.77975 4.34319
C -1.52532 -0.27688 4.18973
C -1.15898 -0.67697 2.91246
N -1.64282 -0.06980 1.82456
C -0.16402 -1.73193 2.65458
C 0.33338 -2.60218 3.61918
N 1.29009 -3.47964 3.35001
C 1.76277 -3.50759 2.11127
C 1.26523 -2.66910 1.12380
N 0.30780 -1.79248 1.40438
C -2.79151 1.26292 5.69187
C -4.10749 1.58526 5.99061
C -4.40219 2.03904 7.26837
N -3.50058 2.19580 8.23307
C -2.24378 1.88685 7.92695
C -1.83590 1.41676 6.68737
H -3.43478 3.50214 -2.52221
H -1.70698 1.68316 -2.37127
H -4.39918 2.94214 1.43174
H -3.52424 2.28013 3.29817
H -1.12374 -0.76783 5.06358
H -0.04720 -2.60474 4.63222
H 2.55415 -4.21150 1.88975
H 1.64701 -2.68675 0.11130
H -4.89656 1.46253 5.25991
H -5.42488 2.28704 7.52817
H -1.51424 2.02366 8.71713
H -0.79088 1.20198 6.50149
O 2.97497 -0.19441 0.56417
C 2.00414 0.51403 0.60220
O 1.11428 0.66679 -0.37100
C 1.64109 1.30335 1.85123
C 2.47083 1.17687 2.95428
C 2.15038 1.88838 4.09928
C 1.02630 2.69809 4.08675
C 0.26141 2.75563 2.92791
N 0.54790 2.06461 1.82861
H 3.34401 0.54306 2.89012
H 2.77605 1.82352 4.97973
H 0.74789 3.28893 4.94927
H -0.61616 3.39140 2.88085
O -2.20774 -2.08494 -2.68753
C -1.08253 -1.74961 -2.97025
N -0.43097 -1.87018 -4.15148
C 0.92293 -1.33769 -4.13863
C 0.96329 -0.83794 -2.67079
O 1.92643 -0.27349 -2.15965
N -0.20312 -1.12000 -2.06061
C 1.09214 -0.16104 -5.11001
C 2.17555 0.70661 -5.00610
C 2.34125 1.73425 -5.92139
C 1.43242 1.90715 -6.95569
C 0.35234 1.04734 -7.06407
C 0.18087 0.02121 -6.14455
C 1.98109 -2.42194 -4.37566
C 1.64025 -3.58931 -5.04918
C 2.60178 -4.55334 -5.32067
C 3.91216 -4.36443 -4.91564
C 4.25649 -3.20474 -4.23604
C 3.29974 -2.23786 -3.96924
H -0.86421 -2.32660 -4.93309
H 2.89173 0.59492 -4.20525
H 3.18737 2.40157 -5.82440
H 1.56687 2.70679 -7.67176
H -0.36379 1.16984 -7.86590
H -0.67710 -0.62815 -6.24921
H 0.62431 -3.76915 -5.37241
H 2.31937 -5.45350 -5.85036
H 4.66116 -5.11604 -5.12605
H 5.27626 -3.04807 -3.91012
H 3.58760 -1.34704 -3.42912
*
```

Summary:
Kohn-Sham gap (alpha / beta), eV: 7.3 / 6.2
Molar mass, g mol⁻¹: 788.6
HOMO level (alpha / beta), Ha: -0.4123 / -0.4119
LUMO (alpha / beta), eV: -3.90 / -4.99
Energy relative to the best compared isomer or geometry (same formula, charge and spin), eV: 0.8936

***

Below is a molecular structure, C4H6O3Sn at a distorted geometry, with properties calculated with wB97M-V/def2-TZVPD.

The geometry in ORCA input format:
```
! RIJCOSX wB97M-V def2-TZVPD def2/J DEFGRID3
* xyz 2 1
C 3.73344 2.17124 -0.30852
C 3.34749 1.05488 -0.56657
H 4.04818 3.17904 -0.08999
H 0.78381 -0.44017 -0.78902
H 3.24688 0.01392 -0.83598
Sn -0.72464 -2.89965 -1.64834
O -1.84390 -1.94914 -0.42206
C -1.06027 -1.00757 -0.27204
O 0.08384 -1.13824 -0.93701
O -1.19208 0.03668 0.44300
C -2.40276 0.20548 1.22001
H -2.27202 1.15535 1.74001
H -3.25824 0.24276 0.53910
H -2.48973 -0.62459 1.92742
*
```

Summary:
Kohn-Sham gap, eV: 5.3
Molar mass, g mol⁻¹: 220.8
HOMO level, Ha: -0.5966
LUMO, eV: -10.93
Energy relative to the best compared isomer or geometry (same formula, charge and spin), eV: 0.8502

***

Below is C7H10 in the gas phase, with properties calculated with wB97M-V/def2-TZVPD.

The geometry in ORCA input format:
```
! RIJCOSX wB97M-V def2-TZVPD def2/J DEFGRID3
* xyz 0 1
C -1.02476 2.22216 -1.44555
C 0.14400 1.50092 -0.78237
C -0.18592 0.19285 -0.21046
C 0.97146 -0.72339 -0.08944
C 0.98392 -1.48132 1.25272
C -0.31037 -2.10360 1.54171
C -1.39494 -2.58777 1.73479
H -1.29858 1.70801 -2.37231
H -0.78346 3.26093 -1.69043
H -1.89611 2.19674 -0.78513
H 1.09112 1.59183 -1.34594
H 0.35047 1.97199 0.20907
H 0.74127 -1.45080 -0.89146
H 1.97449 -0.31325 -0.31243
H 1.23280 -0.76894 2.04916
H 1.77974 -2.23497 1.25107
H -2.37514 -2.98140 1.88699
*
```

Summary:
Kohn-Sham gap, eV: 8.5
Molar mass, g mol⁻¹: 94.2
HOMO level, Ha: -0.3004
LUMO, eV: 0.34
Energy relative to the best compared isomer or geometry (same formula, charge and spin), eV: 5.3108

***

Below is a molecular structure, CH2Cl3N3 at a distorted geometry, with properties calculated with wB97M-V/def2-TZVPD.

The geometry in ORCA input format:
```
! RIJCOSX wB97M-V def2-TZVPD def2/J DEFGRID3
* xyz 0 1
C 1.33898 -0.30688 0.30452
N 1.70292 -1.27133 1.01620
N 1.30243 0.62219 -0.51612
N -1.56745 0.71667 -0.64694
Cl 0.50700 -1.75120 2.02672
Cl -2.31586 -0.19509 0.63189
Cl -1.70364 -0.19434 -2.19396
H 1.08564 1.53591 -0.23287
H -0.35002 0.84408 -0.38943
*
```

Summary:
Kohn-Sham gap, eV: 9.0
Molar mass, g mol⁻¹: 162.4
HOMO level, Ha: -0.3506
LUMO, eV: -0.49
Energy relative to the best compared isomer or geometry (same formula, charge and spin), eV: 2.1160

***

| no. | total energy (eV) |
| --- | --- |
| 1 | -45761.5579 |
| 2 | -28672.1029 |
| 3 | -65484.1749 |
| 4 | -16196.6965 |
| 5 | -7415.7240 |
| 6 | -43101.4901 |